{
  "formula": "CH3BrCl2OSi",
  "method": "ωB97M-V with the def2-TZVPD basis set",
  "orbital_gap_ev": 9.10,
  "relative_energy_kcal_mol": 61.2,
  "symbols": ["C", "O", "Si", "Cl", "Cl", "Br", "H", "H", "H"],
  "positions_angstrom": [[-1.36739, 0.11810, 0.83424], [-0.91200, -0.05866, -0.47375], [1.29639, -0.00706, -0.87361], [1.47354, 0.57999, -2.79077], [1.99048, 0.97167, 0.63383], [2.21597, -2.07234, -0.88921], [-0.60501, 0.58172, 1.34917], [-1.71604, -0.72858, 1.46504], [-2.37593, 0.61517, 0.74507]],
  "forces_ev_per_a": [[-2.6, -0.8, -0.7], [3.9, -0.8, -1.7], [-4.5, -2.8, -0.7], [-0.2, 0.4, 0.4], [0.8, 1.3, 1.3], [-0.6, 0.9, 0.2], [1.0, 1.8, 1.8], [0.9, -0.7, -0.8], [1.2, 0.6, 0.2]]
}

***

{
  "formula": "C3H10N2O",
  "method": "ωB97M-V with the def2-TZVPD basis set",
  "orbital_gap_ev": 9.26,
  "relative_energy_kcal_mol": 63.2,
  "symbols": ["C", "C", "N", "H", "H", "H", "H", "H", "H", "H", "N", "C", "O", "H", "H", "H"],
  "positions_angstrom": [[-0.90260, -1.51070, 0.71815], [0.45341, 0.17275, 1.84255], [-0.03261, -0.35514, 0.57884], [1.11992, -0.41152, -0.74614], [-1.21294, -1.84208, -0.27352], [1.10436, 1.02500, 1.64465], [-1.79860, -1.29637, 1.31655], [-0.34987, -2.31880, 1.19870], [1.03272, -0.59622, 2.35370], [-0.36061, 0.49577, 2.50607], [-0.48910, 1.58394, -1.76912], [0.44408, 1.29896, -2.50998], [1.16424, 1.33551, -3.42983], [-0.50086, 0.37803, 0.04569], [-1.18189, 2.27393, -2.00008], [1.51037, -0.23307, -1.47623]],
  "forces_ev_per_a": [[0.0, 0.2, 0.0], [-0.2, 0.0, -0.2], [-0.4, 0.1, 0.3], [1.0, 0.4, -1.8], [0.0, -0.1, 0.0], [0.0, 0.0, 0.1], [0.0, -0.1, 0.0], [0.0, 0.0, 0.0], [0.0, 0.0, 0.1], [0.1, 0.0, 0.1], [0.9, -1.4, 0.9], [-1.7, 2.7, -1.7], [0.5, -1.1, 0.9], [0.1, -0.2, 0.2], [0.1, 0.1, -0.3], [-0.5, -0.6, 1.4]]
}

***

{
  "formula": "C40H58BIN7OV",
  "method": "ωB97M-V with the def2-TZVPD basis set",
  "orbital_gap_ev": [7.28, 6.93],
  "spin_multiplicity": 3,
  "charge": 2,
  "symbols": ["V", "C", "C", "C", "C", "C", "C", "C", "C", "C", "N", "N", "B", "N", "N", "C", "C", "C", "C", "C", "C", "C", "C", "C", "N", "N", "C", "C", "C", "C", "C", "C", "C", "C", "C", "H", "H", "H", "H", "H", "H", "H", "H", "H", "H", "H", "H", "H", "H", "H", "H", "H", "H", "H", "H", "H", "H", "H", "H", "H", "H", "H", "H", "H", "H", "H", "H", "H", "H", "H", "H", "H", "H", "H", "H", "H", "H", "H", "H", "H", "H", "C", "C", "O", "C", "C", "C", "C", "C", "C", "H", "H", "H", "H", "H", "H", "H", "H", "I", "C", "C", "C", "C", "N", "C", "H", "H", "H", "H"],
  "positions_angstrom": [[-0.12318, 0.25960, 0.12487], [4.07142, 3.15465, 1.59275], [2.93262, 2.14111, 1.47191], [1.76338, 2.59096, 2.34149], [2.60330, 1.86946, 0.02845], [3.44221, 2.19074, -1.03595], [2.96384, 1.51133, -2.14714], [3.70658, 1.50361, -3.45326], [4.50046, 0.20250, -3.63297], [2.87507, 1.80459, -4.69773], [1.85292, 0.84919, -1.75901], [1.61595, 1.07994, -0.43247], [1.19742, -0.40133, -2.36403], [-0.36430, -0.25448, -2.51326], [-1.00381, -0.67033, -1.39350], [-2.13262, -1.30687, -1.73257], [-2.27842, -1.18334, -3.11688], [-1.15636, -0.51623, -3.58226], [-0.96011, -0.04492, -4.99021], [0.04986, -0.88404, -5.78014], [-0.63715, 1.45312, -4.97748], [-2.96956, -2.16753, -0.82471], [-3.90568, -3.05561, -1.64657], [-2.06394, -3.03930, 0.05261], [1.41816, -1.51428, -1.28587], [0.97307, -1.30793, -0.02247], [1.38887, -2.32088, 0.75034], [2.11292, -3.20275, -0.04290], [2.11566, -2.66324, -1.32828], [2.70306, -3.23604, -2.57448], [3.82400, -4.22179, -2.25267], [1.58508, -3.88797, -3.40074], [1.06844, -2.41652, 2.21517], [1.43642, -1.11821, 2.94095], [1.77186, -3.61360, 2.85082], [4.26305, 3.35896, 2.64313], [3.80348, 4.09178, 1.10796], [4.99432, 2.77883, 1.15835], [3.28868, 1.18130, 1.86872], [1.41884, 3.58242, 2.04702], [2.08505, 2.63792, 3.37934], [0.93597, 1.88466, 2.27666], [4.32036, 2.80463, -1.01604], [4.43663, 2.31137, -3.34639], [3.84544, -0.60980, -3.93793], [5.01553, -0.08084, -2.71668], [5.24538, 0.34137, -4.41268], [2.20670, 0.98251, -4.93926], [3.54804, 1.94552, -5.54109], [2.29655, 2.71843, -4.57049], [1.68294, -0.69831, -3.39020], [-3.08879, -1.53870, -3.72357], [-1.92606, -0.17672, -5.48654], [1.04162, -0.85654, -5.33871], [0.11720, -0.50602, -6.79758], [-0.27719, -1.92164, -5.82461], [0.23135, 1.65455, -4.35645], [-1.48657, 2.00961, -4.58028], [-0.44158, 1.80807, -5.98659], [-3.59878, -1.54687, -0.17959], [-3.33489, -3.69328, -2.31939], [-4.61071, -2.46176, -2.22212], [-4.47684, -3.69655, -0.97924], [-1.35696, -3.59375, -0.56460], [-2.66882, -3.75734, 0.60205], [-1.50566, -2.43300, 0.76242], [2.58505, -4.11245, 0.26717], [3.12697, -2.41802, -3.16097], [3.44131, -5.10930, -1.75240], [4.57310, -3.75451, -1.61477], [4.31190, -4.53700, -3.17186], [1.12880, -4.70996, -2.85107], [1.99199, -4.28071, -4.32969], [0.81201, -3.15879, -3.64311], [-0.01508, -2.56566, 2.31683], [2.49984, -0.91057, 2.83033], [1.21941, -1.20612, 4.00392], [0.86096, -0.27594, 2.53678], [2.85256, -3.52627, 2.75242], [1.45039, -4.54002, 2.38035], [1.53044, -3.66901, 3.90994], [-2.95726, -0.55328, 2.75103], [-2.70411, 0.10890, 1.43257], [-1.54371, 0.01414, 0.94843], [-3.75648, 0.82927, 0.73811], [-3.52884, 1.41278, -0.52436], [-4.54512, 2.04673, -1.20398], [-5.81668, 2.11984, -0.64673], [-6.05162, 1.57881, 0.61086], [-5.04073, 0.93863, 1.29883], [-2.03634, -1.00657, 3.11640], [-3.71846, -1.32761, 2.65154], [-3.31925, 0.16635, 3.48461], [-2.54985, 1.36223, -0.97612], [-4.35106, 2.48604, -2.17240], [-6.61855, 2.59518, -1.19128], [-7.03169, 1.65894, 1.05646], [-5.24903, 0.52302, 2.27284], [-0.55937, 5.88361, -2.19306], [-0.81050, 4.62636, -0.52975], [-1.26193, 5.11755, 0.68897], [-1.47772, 4.21330, 1.71709], [-1.22232, 2.87258, 1.49881], [-0.76007, 2.40282, 0.33756], [-0.56045, 3.26681, -0.65519], [-1.44541, 6.17115, 0.83134], [-1.83450, 4.53879, 2.68283], [-1.39746, 2.15284, 2.29045], [-0.20617, 2.86359, -1.59725]],
  "forces_ev_per_a": [[4.5, 2.0, -2.0], [-0.1, -0.2, 0.0], [-0.1, 0.1, 0.2], [0.2, -0.2, -0.2], [0.4, 0.1, -0.3], [-0.4, -0.2, 0.0], [0.2, 0.3, 0.4], [-0.1, -0.3, -0.2], [0.0, 0.1, 0.0], [0.1, 0.1, 0.2], [0.5, 0.2, -0.7], [0.9, 0.9, -0.3], [-0.1, -0.1, 0.1], [0.0, 0.2, -0.6], [-0.9, -0.3, -0.1], [0.1, 0.1, -0.4], [0.3, 0.1, 0.0], [-0.6, -0.2, 0.0], [0.4, 0.0, -0.1], [-0.1, 0.1, 0.1], [-0.2, -0.2, 0.0], [0.1, -0.1, 0.1], [0.0, 0.2, 0.1], [-0.2, 0.1, 0.0], [0.3, -0.4, -0.5], [0.7, -1.3, 0.6], [0.1, -0.2, -0.1], [0.0, 0.1, -0.1], [0.0, 0.1, 0.3], [0.0, -0.1, -0.1], [0.0, 0.2, 0.0], [0.2, 0.1, 0.0], [0.1, 0.1, 0.1], [-0.1, -0.2, -0.2], [-0.2, 0.1, -0.1], [0.0, 0.0, 0.1], [0.0, 0.1, 0.0], [0.1, 0.0, 0.0], [0.0, 0.0, 0.0], [-0.1, 0.0, 0.0], [0.0, 0.0, 0.1], [-0.1, 0.0, 0.1], [0.1, 0.1, 0.0], [-0.1, 0.0, 0.0], [0.0, -0.1, 0.0], [0.0, 0.0, 0.0], [0.1, 0.0, -0.1], [0.0, 0.0, 0.0], [0.0, 0.0, -0.1], [-0.1, 0.0, -0.1], [0.1, 0.0, -0.2], [-0.1, -0.1, -0.1], [0.0, 0.0, 0.1], [0.1, 0.0, 0.0], [0.0, 0.0, -0.1], [0.0, -0.1, 0.0], [0.1, 0.1, 0.0], [0.0, 0.1, 0.0], [0.1, 0.1, -0.1], [0.0, 0.0, 0.0], [0.0, 0.0, -0.1], [-0.1, 0.0, -0.1], [0.0, 0.0, 0.0], [0.1, 0.0, 0.0], [0.0, 0.0, 0.1], [0.1, -0.1, 0.0], [0.1, -0.1, 0.0], [0.0, 0.0, 0.0], [0.0, -0.1, 0.0], [0.1, 0.0, 0.0], [0.0, -0.1, 0.0], [0.0, -0.1, 0.0], [0.0, 0.0, -0.1], [-0.1, 0.0, 0.0], [0.1, 0.0, 0.0], [0.0, 0.1, 0.0], [-0.1, 0.1, 0.0], [0.1, 0.1, 0.1], [0.1, 0.0, 0.0], [0.0, -0.1, 0.0], [0.0, 0.0, 0.0], [0.4, -0.1, -0.1], [-0.8, 0.0, 0.3], [-6.1, -1.2, 3.8], [0.2, 0.2, -0.2], [0.1, -0.1, 0.0], [0.0, 0.0, -0.1], [0.2, -0.1, 0.1], [-0.1, 0.0, 0.1], [0.2, -0.1, 0.1], [-0.1, 0.0, 0.0], [0.0, 0.0, -0.1], [0.0, 0.1, 0.0], [-0.1, -0.1, 0.0], [0.0, 0.0, 0.0], [-0.1, 0.1, 0.0], [-0.1, 0.0, 0.0], [0.0, 0.0, 0.1], [0.0, -0.3, 0.4], [0.0, 0.2, -0.3], [0.1, -0.2, -0.1], [0.0, -0.1, 0.0], [-0.3, 0.2, 0.1], [0.2, -0.1, 0.2], [0.1, 0.3, -0.4], [0.0, 0.1, 0.0], [0.0, 0.0, 0.0], [0.1, 0.1, 0.0], [0.1, 0.0, 0.0]]
}

***

{
  "formula": "C7H11N",
  "method": "ωB97M-V with the def2-TZVPD basis set",
  "orbital_gap_ev": 9.63,
  "smiles": "C=C[C@H]1CCN2C[C@H]12",
  "relative_energy_kcal_mol": 122.4,
  "symbols": ["C", "C", "C", "C", "C", "N", "C", "C", "H", "H", "H", "H", "H", "H", "H", "H", "H", "H", "H"],
  "positions_angstrom": [[-2.80820, -0.60786, 0.23650], [-1.98881, 0.25283, -0.29738], [-0.48418, 0.23234, -0.36424], [0.10874, 1.50610, 0.23957], [1.63287, 1.06284, 0.20910], [1.51696, -0.19850, -0.47494], [1.57324, -1.57976, -0.08082], [0.33689, -0.80771, 0.35419], [-3.87627, -0.56356, 0.11496], [-2.54793, -1.49438, 0.85638], [-2.38082, 1.06703, -0.90210], [-0.39431, 0.16012, -1.50565], [-0.09877, 2.35347, -0.38865], [-0.13123, 1.59086, 1.30002], [2.14150, 0.95773, 1.20630], [2.20856, 1.77993, -0.44477], [2.27543, -1.89763, 0.77726], [1.64664, -2.24204, -0.94226], [0.31514, -0.67472, 1.47155]],
  "forces_ev_per_a": [[-0.9, -1.8, 1.3], [0.7, 0.6, -0.2], [-3.9, -0.7, -1.4], [1.9, -1.1, -0.1], [1.5, 1.2, -0.4], [1.2, -1.1, 1.8], [0.9, 0.4, 0.7], [0.9, -0.3, -0.9], [-0.3, 0.4, -0.2], [0.4, 0.8, -0.6], [-0.3, 0.0, 0.1], [0.5, 0.2, 1.7], [-0.1, 0.7, 0.2], [-0.7, 0.4, -0.3], [-0.6, 0.4, -0.6], [-0.2, -0.7, 0.8], [-1.3, 0.4, -1.0], [-0.2, 0.0, 0.2], [0.5, 0.3, -1.0]]
}

***

{
  "formula": "C4H3I",
  "method": "ωB97M-V with the def2-TZVPD basis set",
  "orbital_gap_ev": 9.98,
  "smiles": "C#CC#C.I",
  "relative_energy_kcal_mol": 41.7,
  "symbols": ["C", "C", "C", "C", "H", "H", "I", "H"],
  "positions_angstrom": [[-1.31332, 1.57836, -1.94060], [-0.24097, 1.38463, -1.40685], [0.80277, 1.09827, -0.52726], [1.53785, 0.70329, 0.40472], [-2.09191, 1.79144, -2.58331], [1.96044, 0.13621, 1.20555], [-0.39113, -2.87901, 3.13187], [-0.26372, -3.81318, 1.71588]],
  "forces_ev_per_a": [[2.5, -0.3, 0.7], [-0.6, 0.2, 0.4], [2.0, -1.6, 3.1], [-3.0, 1.1, -3.5], [-1.2, 0.2, -0.7], [0.3, 0.4, -0.1], [0.1, -0.9, -1.4], [-0.1, 0.9, 1.3]]
}

***

{
  "formula": "C8H7F5N3O2PdSTe",
  "method": "ωB97M-V with the def2-TZVPD basis set",
  "orbital_gap_ev": 5.17,
  "charge": -1,
  "relative_energy_kcal_mol": 31.3,
  "symbols": ["Pd", "N", "C", "S", "N", "N", "C", "C", "C", "C", "C", "C", "C", "O", "H", "H", "H", "H", "H", "H", "H", "F", "Te", "F", "F", "F", "F", "O"],
  "positions_angstrom": [[0.21133, -0.78538, 1.20786], [3.80052, 1.13066, 2.57454], [2.85622, 0.46280, 1.85856], [2.46447, -1.14747, 2.40046], [2.43486, 1.00047, 0.76196], [1.41652, 0.35052, 0.16756], [1.07845, 0.60874, -1.04897], [0.05640, -0.13974, -1.72593], [-0.59836, 0.42234, -2.82792], [-1.56519, -0.26922, -3.51642], [-1.83798, -1.59241, -3.15773], [-1.17540, -2.19167, -2.11278], [-0.25123, -1.48122, -1.32334], [0.34596, -2.06453, -0.31466], [3.94110, 0.81639, 3.51755], [3.89467, 2.11548, 2.39337], [1.60496, 1.39801, -1.57654], [-0.35621, 1.44297, -3.10139], [-2.11043, 0.21112, -4.31723], [-2.59028, -2.14803, -3.70385], [-1.37956, -3.21446, -1.82573], [-1.82504, 1.95388, 4.07171], [-1.91043, 0.65888, 2.57070], [-1.05591, -1.85950, 2.23979], [-3.85976, 1.31512, 2.15854], [-1.69995, 2.30813, 1.59074], [-1.87606, 0.07332, 0.51240], [-0.01367, 0.62477, 2.52673]],
  "forces_ev_per_a": [[1.2, -0.4, 1.1], [0.2, -0.4, 0.1], [0.1, 0.5, -0.8], [-2.5, -0.1, -1.0], [0.6, 0.7, 0.6], [-0.6, -0.1, -0.8], [0.1, -0.1, 0.4], [-0.2, -0.6, -0.2], [0.1, 0.1, 0.2], [-0.1, 0.0, -0.1], [0.1, 0.2, 0.0], [0.1, -0.1, 0.2], [0.2, 0.4, -0.8], [-0.1, -0.3, 0.1], [0.0, 0.2, 0.1], [0.0, 0.0, 0.0], [0.1, 0.0, 0.1], [0.0, 0.0, 0.0], [0.0, 0.0, 0.0], [0.0, 0.0, 0.0], [0.0, 0.0, 0.0], [0.1, -0.8, -0.3], [-3.7, 3.3, 0.1], [0.6, -0.2, -0.1], [0.6, -0.6, 0.4], [0.4, -0.6, 0.3], [1.5, -0.7, 0.6], [1.4, -0.4, -0.2]]
}